#i
Molecular formula: C2H4Cl2OS
Method: DFT, ωB97M-V with the def2-TZVPD basis set

Computed properties:
**Highest occupied orbital energy**: -9.413 eV
**HOMO-LUMO gap**: 9.039 eV
**SMILES**: C=CCl.OSCl

The geometry in ORCA input format:
```
! wB97M-V def2-TZVPD RIJCOSX def2/J DEFGRID3
* xyz 0 1
C 0.7430 -0.2624 -1.0227
C 0.2907 0.7837 -0.3555
Cl 0.1254 2.4203 -0.9527
H 0.6811 -1.2006 -0.4471
H 0.8588 -0.3151 -2.0485
H 0.0058 0.6182 0.6491
O -2.1248 0.2051 1.1198
S -2.2088 -1.3442 0.3761
Cl -4.2824 -1.3125 0.5068
H -1.7671 0.7724 0.3769
*
```

=====

#ii
Molecular formula: C2H4Cl2OS
Method: DFT, ωB97M-V with the def2-TZVPD basis set

Computed properties:
**Highest occupied orbital energy (alpha / beta)**: -8.765 / -8.768 eV
**HOMO-LUMO gap (alpha / beta)**: 8.028 / 8.031 eV

The geometry in ORCA input format:
```
! wB97M-V def2-TZVPD RIJCOSX def2/J DEFGRID3
* xyz 0 1
C -0.4732 0.8767 -0.2716
C 0.9269 0.5284 -0.1185
O -0.7086 -2.3969 0.2790
S 0.8635 -1.8885 0.3950
Cl 1.7885 0.7415 -1.6698
Cl 1.7003 1.0207 1.3728
H -0.8332 1.6468 0.4639
H -0.7467 1.2856 -1.2269
H -1.2068 0.0202 -0.1434
H -1.3105 -1.8345 0.9197
*
```

=====

Most stable = #i

=====

#i
Molecular formula: C8H14O
Method: DFT, ωB97M-V with the def2-TZVPD basis set

Computed properties:
**Highest occupied orbital energy**: -7.994 eV
**HOMO-LUMO gap**: 8.831 eV
**SMILES**: CC(C)=C(O)C1(C)CC1

The geometry in ORCA input format:
```
! wB97M-V def2-TZVPD RIJCOSX def2/J DEFGRID3
* xyz 0 1
C -2.6858 0.6178 -0.3996
C -1.3569 -0.0393 -0.1500
C -1.4106 -1.5414 -0.1243
C -0.2896 0.6889 0.2432
O -0.4622 2.0303 0.5559
C 1.0952 0.2085 0.2666
C 1.6728 -0.0805 1.6318
C 1.4317 -0.7079 -1.1028
C 2.0260 0.6281 -0.8369
H -3.3920 0.3721 0.3971
H -2.5892 1.6978 -0.4634
H -3.1124 0.2584 -1.3381
H -1.7020 -1.9358 -1.1001
H -2.1643 -1.8644 0.5990
H -0.4620 -1.9885 0.1554
H 0.3994 2.4627 0.5411
H 1.3645 -1.0685 1.9760
H 1.3430 0.6444 2.3758
H 2.7638 -0.0611 1.6335
H 0.7514 -0.8056 -1.9338
H 1.9778 -1.6082 -0.8665
H 3.0795 0.6468 -0.5785
H 1.7222 1.4454 -1.4815
*
```

=====

#ii
Molecular formula: C8H14O
Method: DFT, ωB97M-V with the def2-TZVPD basis set

Computed properties:
**Highest occupied orbital energy (alpha / beta)**: -6.810 / -8.366 eV
**HOMO-LUMO gap (alpha / beta)**: 6.329 / 9.204 eV

The geometry in ORCA input format:
```
! wB97M-V def2-TZVPD RIJCOSX def2/J DEFGRID3
* xyz 0 1
C 1.7429 -0.0883 0.5520
C 1.0678 -1.3408 1.0036
C 2.0033 1.0429 1.4904
C 1.3439 -0.3500 -1.6738
C 1.6724 -0.4859 -2.9455
O 2.1345 0.0613 -0.6698
H 0.0612 -1.3628 0.5731
H 2.5103 1.8553 0.9707
H 1.5813 -2.2304 0.6333
H 1.0213 -1.3932 2.0891
H 2.6499 0.7213 2.3093
H 1.0649 1.4100 1.9158
H 0.9413 -0.8310 -3.6604
H 2.7124 -0.2970 -3.2139
C -2.8095 -0.7021 0.2874
C -2.1233 0.4829 -0.3113
C -2.3766 1.7383 0.0149
H -1.3154 0.2692 -1.0066
H -3.5755 -0.4039 0.9938
H -2.0883 -1.3110 0.8280
H -3.2329 -1.3396 -0.4844
H -3.0860 1.9890 0.7918
H -1.8997 2.5658 -0.4876
*
```

=====

Most stable = #i

=====

#i
Molecular formula: C6H6ClN3
Method: DFT, ωB97M-V with the def2-TZVPD basis set

Computed properties:
**Highest occupied orbital energy**: -8.786 eV
**HOMO-LUMO gap**: 8.874 eV
**SMILES**: ClN1CC=Cc2nccn21

The geometry in ORCA input format:
```
! wB97M-V def2-TZVPD RIJCOSX def2/J DEFGRID3
* xyz 0 1
Cl -2.1953 1.3525 -0.7489
N -1.1062 0.8715 0.6324
C -1.2605 -0.7109 0.6278
C -0.8838 -1.3412 -0.6326
C 0.1106 -0.7788 -1.3047
C 0.7824 0.3410 -0.6171
N 2.0303 0.8424 -0.8926
C 2.1846 1.9136 -0.0116
C 1.0679 2.1229 0.7453
N 0.2257 1.0913 0.3404
H -2.3230 -1.0627 0.9959
H -0.5661 -0.8029 1.5370
H -1.5784 -2.1402 -0.9818
H 0.7413 -1.2067 -2.0710
H 3.1122 2.5642 -0.2063
H 0.5981 2.8648 1.3715
*
```

=====

#ii
Molecular formula: C6H6ClN3
Method: DFT, ωB97M-V with the def2-TZVPD basis set

Computed properties:
**Highest occupied orbital energy (alpha / beta)**: -9.199 / -9.196 eV
**HOMO-LUMO gap (alpha / beta)**: 8.651 / 8.647 eV

The geometry in ORCA input format:
```
! wB97M-V def2-TZVPD RIJCOSX def2/J DEFGRID3
* xyz 0 1
C -0.6789 -0.8571 0.5075
C 0.4647 -1.5577 0.2811
C -0.7824 0.5359 0.2041
C 0.3769 1.3616 0.4220
C 1.7322 -0.9655 -0.2599
C -1.1914 2.5868 -0.1628
N -1.7660 1.3166 -0.0046
N 0.1877 2.6194 0.2576
N 2.1611 0.0992 0.6368
Cl 3.5033 0.9580 -0.0409
H -1.3582 -1.4893 1.1418
H 0.4352 -2.6394 0.3327
H 2.4444 -1.7923 -0.1015
H 1.4731 -0.6427 -1.2817
H -1.1700 2.6738 -1.2102
H -1.8205 3.4883 0.1793
*
```

=====

Most stable = #i

=====

#i
Molecular formula: C5H14NS
Method: DFT, ωB97M-V with the def2-TZVPD basis set

Computed properties:
**Highest occupied orbital energy (alpha / beta)**: -5.481 / -9.310 eV
**HOMO-LUMO gap (alpha / beta)**: 6.202 / 10.026 eV

The geometry in ORCA input format:
```
! wB97M-V def2-TZVPD RIJCOSX def2/J DEFGRID3
* xyz 0 2
C 1.7029 -1.2540 -2.0675
C 0.6437 -2.0034 -1.2705
S -1.0200 -1.5034 -1.8178
H 1.6325 -0.1734 -1.9501
H 1.6544 -1.5056 -3.1270
H 2.6728 -1.5698 -1.6856
H 0.7639 -3.0714 -1.4438
H 0.7513 -1.7877 -0.2101
H -1.7253 -2.3756 -1.0833
C -0.2173 0.6926 2.6489
C -1.2322 1.2251 1.6477
C -0.3412 2.1835 -0.4641
N -0.7441 1.1128 0.2885
H 0.0567 -0.3353 2.4112
H 0.6902 1.2923 2.5932
H -0.6138 0.7176 3.6659
H -2.1764 0.6742 1.7061
H -1.4537 2.2793 1.8081
H 0.0744 2.0259 -1.4456
H -0.4426 3.1826 -0.0727
H -0.6762 0.1936 -0.1313
*
```

=====

#ii
Molecular formula: C5H14NS
Method: DFT, ωB97M-V with the def2-TZVPD basis set

Computed properties:
**Highest occupied orbital energy (alpha / beta)**: -3.590 / -8.966 eV
**HOMO-LUMO gap (alpha / beta)**: 4.326 / 9.663 eV

The geometry in ORCA input format:
```
! wB97M-V def2-TZVPD RIJCOSX def2/J DEFGRID3
* xyz 0 2
C 0.9813 1.1632 -0.7955
C 1.2343 -0.2521 -0.2793
C 0.4703 -0.6694 0.9755
C -0.9933 -0.3277 0.9817
S -1.8700 -0.7762 -0.5627
C -3.2824 0.2882 -0.3969
N 2.7229 -0.5160 -0.1393
H 1.3735 1.3579 -1.7883
H -0.0978 1.3091 -0.8462
H 1.4056 1.8589 -0.0685
H 0.9570 -0.9001 -1.1087
H 1.0448 -0.3646 1.8443
H 0.5365 -1.7674 0.9845
H -1.1973 0.7473 1.0338
H -1.5902 -0.7398 1.7903
H -4.0014 -0.0286 -1.1607
H -3.9161 0.1465 0.4666
H -3.0642 1.3374 -0.5950
H 3.3353 0.1068 -0.7116
H 2.8441 -1.5185 -0.4562
H 3.1071 -0.4547 0.8320
*
```

=====

Most stable = #i

=====

#i
Molecular formula: C23H17AsN10O2S6SeSn
Method: DFT, ωB97M-V with the def2-TZVPD basis set

Computed properties:
**Highest occupied orbital energy**: -1.614 eV
**HOMO-LUMO gap**: 5.012 eV

The geometry in ORCA input format:
```
! wB97M-V def2-TZVPD RIJCOSX def2/J DEFGRID3
* xyz -2 1
Sn -0.5184 0.0246 0.7237
O -2.0750 -2.1747 -3.4560
C -1.4148 -2.0332 -2.4121
N -0.3349 -1.2734 -2.2460
C 0.3401 -0.8237 -3.3382
O 0.6083 -1.4232 -4.3722
C 0.8619 0.6008 -3.2042
C 1.2670 1.2800 -4.3549
C 1.7950 2.5496 -4.2194
C 1.8929 3.1073 -2.9485
C 1.4352 2.3664 -1.8701
N 0.9326 1.1404 -1.9938
C -2.0008 -2.6688 -1.1604
C -2.8911 -3.7142 -1.3753
C -3.5588 -4.2765 -0.2991
C -3.3213 -3.7740 0.9656
C -2.4036 -2.7443 1.1043
N -1.7520 -2.2032 0.0731
H 1.1628 0.7898 -5.3122
H 2.1260 3.1042 -5.0903
H 2.3128 4.0937 -2.7945
H 1.4664 2.7604 -0.8572
H -3.0502 -4.0470 -2.3903
H -4.2613 -5.0879 -0.4534
H -3.8225 -4.1499 1.8477
H -2.1876 -2.3511 2.0899
N 2.5386 -2.0382 -1.0886
C 3.1652 -1.1227 -0.2952
N 2.5544 -0.3397 0.5291
C 3.4452 0.4183 1.2572
C 4.7556 0.2100 0.9778
S 4.9119 -1.0004 -0.2462
C 2.9334 1.3886 2.2365
C 3.6378 1.8613 3.2904
S 2.6624 2.9410 4.2096
C 1.3572 2.6810 3.0819
N 1.6466 1.8736 2.1069
N 0.1714 3.3468 3.2179
H 1.5355 -1.8675 -1.2063
H 3.0117 -2.3085 -1.9343
H 5.6235 0.6852 1.4044
H 4.6310 1.5899 3.6084
H -0.1030 3.4267 4.1899
H -0.5703 2.8636 2.7098
S -2.7366 -1.9367 4.6737
As -1.3823 -0.4271 4.0363
S 0.2578 -1.3120 2.8409
S -2.3207 0.8044 2.4176
S -0.6790 0.8294 5.6086
Se -4.2442 -0.4250 -3.1988
N -3.6912 0.9093 -4.1941
C -2.9439 1.6630 -3.3859
C -2.2747 2.8629 -3.7437
C -1.6211 3.5356 -2.7623
C -1.5868 3.0150 -1.4319
N -2.1440 1.9000 -1.0660
C -2.8448 1.2263 -2.0195
N -3.5234 0.1204 -1.7139
H -2.3013 3.2171 -4.7661
H -1.1053 4.4627 -2.9779
H -1.0424 3.5485 -0.6564
*
```

=====

#ii
Molecular formula: C23H17AsN10O2S6SeSn
Method: DFT, ωB97M-V with the def2-TZVPD basis set

Computed properties:
**Highest occupied orbital energy (alpha / beta)**: -0.087 / -0.382 eV
**HOMO-LUMO gap (alpha / beta)**: 3.630 / 3.923 eV

The geometry in ORCA input format:
```
! wB97M-V def2-TZVPD RIJCOSX def2/J DEFGRID3
* xyz -2 1
Sn -0.0570 0.4639 0.1554
O -2.7623 1.6974 -2.9537
C -1.9199 1.0551 -2.3392
N -0.7588 1.6315 -1.7009
C -0.4473 2.9289 -1.9154
O -0.9285 3.7575 -2.6759
C 0.7821 3.3986 -1.1219
C 1.1041 4.7502 -1.0705
C 2.2245 5.1225 -0.3529
C 2.9904 4.1487 0.2770
C 2.5919 2.8299 0.1717
N 1.5129 2.4742 -0.5204
C -1.9400 -0.3674 -2.1716
C -3.0058 -1.1536 -2.6701
C -3.0363 -2.4953 -2.4510
C -1.9730 -3.1063 -1.7018
C -1.0026 -2.2911 -1.1982
N -0.9429 -0.9617 -1.3979
H 0.4620 5.4504 -1.5837
H 2.4958 6.1687 -0.2715
H 3.8655 4.4047 0.8595
H 3.1288 2.0285 0.6674
H -3.7925 -0.6351 -3.2024
H -3.8658 -3.0923 -2.8103
H -1.9620 -4.1632 -1.4772
H -0.2149 -2.7056 -0.5738
N 2.8815 -0.2652 3.4430
C 3.3530 -0.9717 2.3828
N 2.7565 -0.9818 1.2312
C 3.5071 -1.6436 0.2912
C 4.6844 -2.1577 0.7196
S 4.8739 -1.8207 2.4074
C 2.9745 -1.7057 -1.0798
C 3.1898 -2.7296 -1.9374
S 2.4176 -2.3835 -3.4422
C 1.8495 -0.8824 -2.7745
N 2.1948 -0.6712 -1.5399
N 1.1321 0.0113 -3.5104
H 1.9181 0.0310 3.3763
H 3.1599 -0.5011 4.3819
H 5.4411 -2.6662 0.1494
H 3.7081 -3.6528 -1.7503
H 0.5406 -0.4001 -4.2173
H 0.6081 0.6704 -2.9243
S 0.7693 0.3888 6.3241
As 0.6223 2.0581 5.0705
S -0.7258 3.0507 1.9814
S -1.1821 1.8365 3.5076
S -1.4798 2.9749 5.2394
Se -4.6897 1.0670 -0.1042
N -5.3971 -0.4747 0.5584
C -4.3718 -1.1566 1.0667
C -4.4075 -2.4427 1.6450
C -3.2119 -3.0084 2.0955
C -2.0199 -2.2986 1.9834
N -1.9459 -1.0747 1.4684
C -3.0677 -0.5078 0.9961
N -2.9962 0.6790 0.4134
H -5.3489 -2.9740 1.7069
H -3.1957 -4.0005 2.5305
H -1.0909 -2.7353 2.3391
*
```

=====

Most stable = #i

=====

#i
Molecular formula: CHCl3OSi
Method: DFT, ωB97M-V with the def2-TZVPD basis set

Computed properties:
**Highest occupied orbital energy**: -9.506 eV
**HOMO-LUMO gap**: 8.888 eV

The geometry in ORCA input format:
```
! wB97M-V def2-TZVPD RIJCOSX def2/J DEFGRID3
* xyz 0 1
C 1.7658 0.0313 0.0196
O 0.9485 0.8762 0.3283
Si -2.4707 -0.1980 0.6402
Cl -2.3336 1.8431 0.2806
Cl 1.7510 -1.5277 0.6485
Cl -2.2469 -1.0801 -1.2291
H 2.5858 0.0551 -0.6882
*
```

=====

#ii
Molecular formula: CHCl3OSi
Method: DFT, ωB97M-V with the def2-TZVPD basis set

Computed properties:
**Highest occupied orbital energy**: -9.812 eV
**HOMO-LUMO gap**: 9.036 eV

The geometry in ORCA input format:
```
! wB97M-V def2-TZVPD RIJCOSX def2/J DEFGRID3
* xyz 0 1
C -1.0840 0.2854 -1.0242
O -1.4751 0.4244 0.1222
Si 1.4004 0.3822 1.7265
Cl 0.3329 -1.0586 2.6509
Cl -0.6614 1.4874 -2.1388
Cl 2.3106 -0.8554 0.2291
H -0.8234 -0.6655 -1.5657
*
```

=====

Most stable = #i